This record from OMol25 describes a molecular structure, C2H6O2Pt at a distorted geometry. The level of theory is ωB97M-V/def2-TZVPD.

- Multiplicity: 4
- LUMO energy (alpha / beta): -3.4 / -8.5 eV
- Max |F|: 9.58 eV Å⁻¹
- Charge: +1
- ⟨S²⟩: 3.7603
- HOMO (alpha / beta): -15.316 / -16.093 eV
- Calculated total energy: -349.0959 hartree

Structure (XYZ):
```
11
Properties=species:S:1:pos:R:3:mulliken_charge:R:1
C -1.86 -0.97 0.00 -1.23
C -1.73 0.53 -0.02 0.06
O -0.48 1.04 -0.05 -0.24
H -2.87 -1.48 0.02 0.33
H -1.51 -1.34 -0.97 0.35
H -1.48 -1.31 0.97 0.35
H -2.26 1.05 0.83 0.29
H -2.29 1.03 -0.86 0.29
O 2.48 -0.57 0.08 -0.47
H 3.12 -0.80 -0.59 0.39
Pt 1.13 0.37 -0.08 0.88
```


This record from OMol25 describes a molecular structure, C2H6O2Rb at a distorted geometry. The level of theory is ωB97M-V/def2-TZVPD.

- LUMO energy: -3.5 eV
- Max |F|: 3.33 eV Å⁻¹
- Charge: +1
- HOMO: -15.044 eV
- Calculated total energy: -254.1293 hartree

Structure (XYZ):
```
11
Properties=species:S:1:pos:R:3:mulliken_charge:R:1
Rb 2.23 -1.18 -0.22 1.00
C -0.32 0.43 -0.63 0.00
C -0.52 -0.62 0.45 -0.94
O 0.32 -0.43 1.66 -0.52
O 0.97 0.48 -1.18 -0.62
H -0.61 1.34 -0.10 0.31
H -1.17 0.29 -1.31 0.33
H -0.39 -1.59 -0.04 0.45
H -1.54 -0.48 0.82 0.37
H 0.07 0.38 2.11 0.31
H 0.96 1.37 -1.55 0.32
```


This record from OMol25 describes 2 unconnected molecules or ions with the total composition C2H6O2S at a distorted geometry. The level of theory is ωB97M-V/def2-TZVPD.

- LUMO energy (alpha / beta): -2.1 / -0.3 eV
- Max |F|: 3.97 eV Å⁻¹
- HOMO (alpha / beta): -9.296 / -9.610 eV
- Calculated total energy: -628.3052 hartree

Structure (XYZ):
```
11
Properties=species:S:1:pos:R:3:mulliken_charge:R:1
C -1.15 1.84 0.47 -0.80
C 1.10 -1.53 -0.38 -0.86
O 0.63 -1.27 2.11 -0.50
O 2.49 0.11 1.25 -0.49
S 1.16 -0.34 1.13 0.84
H -0.35 2.27 -0.24 0.29
H -1.47 0.77 0.24 0.28
H -1.73 2.47 1.22 0.28
H 0.10 -2.01 -0.10 0.27
H 1.03 -1.12 -1.36 0.34
H 1.84 -2.27 -0.34 0.36
```


This record from OMol25 describes 2 unconnected molecules or ions with the total composition C2H6O2S at a distorted geometry. The level of theory is ωB97M-V/def2-TZVPD.

- Multiplicity: 2
- LUMO energy (alpha / beta): -4.5 / -9.8 eV
- Max |F|: 1.47 eV Å⁻¹
- Charge: +1
- ⟨S²⟩: 0.7531
- HOMO (alpha / beta): -15.175 / -15.165 eV
- Calculated total energy: -628.0887 hartree

Structure (XYZ):
```
11
Properties=species:S:1:pos:R:3:mulliken_charge:R:1
C -1.69 0.75 0.19 -0.67
S -0.26 1.69 -0.05 0.31
H -1.68 -0.18 -0.40 0.35
H -2.59 1.30 -0.07 0.35
H -1.83 0.48 1.23 0.36
H 0.65 1.13 0.78 0.30
O 0.46 -1.96 0.31 -0.37
C 1.35 -1.22 0.05 -0.12
O 1.89 -1.10 -1.20 -0.43
H 1.91 -0.63 0.80 0.58
H 1.78 -0.25 -1.64 0.34
```


This record from OMol25 describes 2 unconnected molecules or ions with the total composition C2H6O2S2 at a distorted geometry. The level of theory is ωB97M-V/def2-TZVPD.

- LUMO energy: -0.1 eV
- Max |F|: 4.51 eV Å⁻¹
- HOMO: -8.606 eV
- Calculated total energy: -1026.5331 hartree

Structure (XYZ):
```
12
Properties=species:S:1:pos:R:3:mulliken_charge:R:1
C -2.19 -1.13 -0.30 -0.46
O -1.25 -0.24 0.30 -0.26
S 0.17 -0.11 -0.52 0.06
O 0.03 1.39 -1.21 -0.42
H -1.73 -1.23 -1.28 0.29
H -3.11 -0.46 -0.22 0.17
H -2.17 -1.93 0.33 0.22
H -0.22 1.10 -2.12 0.35
C 2.57 0.72 1.36 -0.23
S 3.63 0.17 0.30 -0.20
H 2.59 0.58 2.42 0.26
H 1.69 1.13 0.95 0.22
```


This record from OMol25 describes a single C2H6O2S2 molecule at a distorted geometry. The level of theory is ωB97M-V/def2-TZVPD.

- Multiplicity: 3
- LUMO energy (alpha / beta): -0.1 / -4.6 eV
- Max |F|: 6.15 eV Å⁻¹
- ⟨S²⟩: 2.0091
- HOMO (alpha / beta): -4.723 / -8.439 eV
- Calculated total energy: -1026.3836 hartree

Structure (XYZ):
```
12
Properties=species:S:1:pos:R:3:mulliken_charge:R:1
C 1.11 -1.42 0.80 -0.81
C -0.86 1.28 -0.43 -0.32
O 1.27 0.01 -1.38 -0.63
O 0.00 1.30 0.67 -0.48
S -1.97 -0.10 -0.55 0.15
S 1.52 0.24 0.04 0.31
H 0.37 -1.57 1.63 0.30
H 2.10 -1.53 1.43 0.25
H 1.08 -2.08 -0.05 0.29
H -0.24 1.01 -1.35 0.34
H -1.30 2.28 -0.46 0.40
H -3.08 0.60 -0.35 0.21
```


This record from OMol25 describes 2 unconnected molecules or ions with the total composition C2H6O2Se at a distorted geometry. The level of theory is ωB97M-V/def2-TZVPD.

- Multiplicity: 3
- LUMO energy (alpha / beta): 0.5 / -2.6 eV
- Max |F|: 3.53 eV Å⁻¹
- ⟨S²⟩: 2.0109
- HOMO (alpha / beta): -4.465 / -10.153 eV
- Calculated total energy: -2631.4450 hartree

Structure (XYZ):
```
11
Properties=species:S:1:pos:R:3:mulliken_charge:R:1
C -0.24 1.45 0.34 -0.31
C 0.09 -1.31 -0.18 -0.50
O 1.04 1.58 -0.11 -0.47
O 0.81 -1.59 1.02 -0.47
Se -1.42 -0.04 0.07 -0.02
H -0.74 2.32 -0.11 0.33
H -0.33 1.62 1.89 0.21
H -0.07 -2.19 -0.89 0.30
H 0.78 -0.70 -0.71 0.28
H 1.61 0.84 0.14 0.33
H 0.29 -2.15 1.74 0.32
```


This record from OMol25 describes 2 unconnected molecules or ions with the total composition C2H6O2Si at a distorted geometry. The level of theory is ωB97M-V/def2-TZVPD.

- LUMO energy: -0.3 eV
- Max |F|: 6.16 eV Å⁻¹
- HOMO: -8.037 eV
- Calculated total energy: -519.7089 hartree

Structure (XYZ):
```
11
Properties=species:S:1:pos:R:3:mulliken_charge:R:1
C -0.15 -2.15 0.04 -0.17
C -0.35 1.60 0.73 -0.96
O -1.17 -2.22 -0.65 -0.45
O 1.02 0.31 -1.50 -0.32
Si 0.88 0.23 0.04 0.15
H -0.14 -1.78 1.15 0.27
H 0.89 -2.47 -0.41 0.29
H 0.16 2.15 1.57 0.28
H -0.66 2.30 -0.02 0.32
H -1.13 0.99 1.18 0.25
H 0.64 1.04 -2.12 0.35
```


This record from OMol25 describes a single C2H6O2Si2 molecule at a distorted geometry. The level of theory is ωB97M-V/def2-TZVPD.

- LUMO energy: -0.6 eV
- Max |F|: 5.66 eV Å⁻¹
- HOMO: -9.884 eV
- Calculated total energy: -809.2526 hartree

Structure (XYZ):
```
12
Properties=species:S:1:pos:R:3:mulliken_charge:R:1
C 1.80 0.89 0.56 -0.45
C 1.44 -0.24 -0.06 -0.32
O -1.41 -1.47 -0.38 -0.31
O -1.60 1.06 0.43 -0.50
Si -2.58 -0.08 0.36 0.38
Si -0.20 -0.71 -0.92 0.67
H 2.59 0.85 1.30 0.25
H 1.13 1.72 0.62 0.27
H 2.03 -1.19 -0.02 0.26
H -3.72 -0.49 -0.57 -0.09
H -2.82 -1.05 1.51 -0.11
H -0.12 -0.28 -2.39 -0.05
```


This record from OMol25 describes 2 unconnected molecules or ions with the total composition C2H6O3 at a distorted geometry. The level of theory is ωB97M-V/def2-TZVPD.

- LUMO energy: 0.4 eV
- Max |F|: 3.98 eV Å⁻¹
- HOMO: -10.543 eV
- Calculated total energy: -305.4846 hartree

Structure (XYZ):
```
11
Properties=species:S:1:pos:R:3:mulliken_charge:R:1
O -2.85 -1.81 0.27 -0.45
C -1.73 -1.36 0.37 0.31
O -0.70 -1.70 -0.51 -0.47
H -1.37 -0.77 1.28 0.24
H 0.19 -1.37 -0.20 0.36
C 0.87 1.21 -0.50 -0.61
O 1.06 0.39 0.70 -0.52
H 0.64 2.27 -0.24 0.30
H 0.13 1.03 -1.30 0.31
H 1.92 1.39 -1.05 0.26
H 1.84 0.73 1.18 0.29
```


This record from OMol25 describes a gas-phase ion, C2H6O3P (charge -1) at a distorted geometry. The level of theory is ωB97M-V/def2-TZVPD.

- LUMO energy: 4.2 eV
- Max |F|: 6.54 eV Å⁻¹
- Charge: -1
- HOMO: -4.803 eV
- Calculated total energy: -646.9675 hartree

Structure (XYZ):
```
12
Properties=species:S:1:pos:R:3:mulliken_charge:R:1
C -1.15 -0.83 0.05 -1.18
C -0.38 0.47 0.14 0.25
O -0.11 0.72 1.50 -0.55
P 1.23 0.22 -0.67 0.61
O 2.23 1.20 0.18 -0.86
O 1.20 0.30 -2.14 -0.72
H -2.07 -0.68 -0.56 0.21
H -0.62 -1.71 -0.28 0.34
H -1.51 -0.97 1.05 0.33
H -1.01 1.28 -0.29 0.27
H 0.78 1.04 1.38 0.38
H 1.39 -1.04 -0.36 -0.09
```


This record from OMol25 describes 2 unconnected molecules or ions with the total composition C2H6O3S at a distorted geometry. The level of theory is ωB97M-V/def2-TZVPD.

- LUMO energy: 0.3 eV
- Max |F|: 3.44 eV Å⁻¹
- HOMO: -7.667 eV
- Calculated total energy: -703.5988 hartree

Structure (XYZ):
```
12
Properties=species:S:1:pos:R:3:mulliken_charge:R:1
C -0.22 -0.58 -0.69 -0.91
C 0.96 0.50 1.71 0.84
O 2.06 -0.29 1.59 -0.48
O 0.01 -0.23 2.25 -0.41
O 0.82 1.58 1.18 -0.62
S -1.25 0.78 -1.03 -0.07
H -0.81 -1.37 -0.27 0.32
H 0.43 -0.79 -1.59 0.27
H 1.81 -1.20 1.52 0.32
H -0.77 0.14 1.78 0.33
H -0.59 1.87 -0.42 0.21
H -0.69 1.27 -2.17 0.19
```


Let's list energy relative to the best compared isomer or geometry (same formula, charge and spin) in order: 0.00; 26.72; 102.97; 24.54; 81.27; 72.09; 60.94; 71.44; 52.81; 42.66; 25.14; 71.62 kcal/mol.